Below is a structure of composition C57H52AsGeN5O2Y at a distorted geometry, with properties calculated with ωB97M-V/def2-TZVPD.

Results
Total energy ... -6978.0509 a.u.
HOMO energy (alpha / beta) ... -11.13 / -11.17 eV
Gap between HOMO and LUMO (alpha / beta) ... 6.10 / 6.18 eV
Spin multiplicity ... 2
Largest force on an atom ... 3.53 eV/Å
Charge ... +2
Expectation value of S² ... 0.7526

```
119
Properties=species:S:1:pos:R:3:forces:R:3:mulliken_spin:R:1
Y -0.100 -2.285 0.408 -2.870 -2.046 0.044 0.013
C -1.885 -6.892 0.542 -0.624 0.651 0.413 0.000
C -1.253 -5.716 0.087 0.028 0.488 1.368 0.000
N -1.367 -4.565 0.788 -0.561 -0.661 -0.999 0.000
C -2.412 -4.491 1.697 0.910 0.493 0.156 -0.001
C -3.239 -5.599 2.039 -0.270 1.528 -0.393 0.000
C -2.823 -6.855 1.553 -0.106 -0.411 0.584 0.001
C -4.409 -5.288 2.798 0.016 -3.176 0.194 0.000
C -4.663 -4.083 3.323 0.827 0.142 0.426 0.000
C -3.785 -3.028 3.119 0.881 1.256 -0.749 0.000
C -2.618 -3.207 2.353 -0.536 0.897 0.786 0.000
N -1.657 -2.225 2.151 0.619 0.333 -1.458 -0.004
C -1.577 -0.958 2.738 -0.379 -1.386 0.568 -0.007
C -1.925 -0.711 4.072 -0.475 0.210 -0.873 0.013
C -1.810 0.568 4.663 -0.215 1.245 -1.111 -0.001
C -1.261 1.626 3.935 0.321 -0.196 -0.408 0.008
C -0.840 1.400 2.562 -0.893 -1.268 1.287 -0.011
C -0.343 2.428 1.780 0.023 -0.937 -1.691 0.123
C -0.032 2.229 0.424 -0.440 1.526 0.429 0.239
C -0.155 0.947 -0.098 -0.097 -0.621 0.639 -0.148
N -0.513 -0.099 0.678 -1.038 1.192 0.232 -0.028
C -1.024 0.098 1.952 1.530 1.655 0.446 -0.005
H -1.675 -7.830 0.107 0.473 -0.819 -0.534 0.000
H -0.596 -5.768 -0.799 -0.132 0.245 0.725 0.000
H -3.199 -7.780 2.066 0.129 0.880 -0.998 0.000
H -5.068 -6.124 3.087 0.444 0.377 -0.245 0.000
H -5.357 -4.036 4.125 -1.150 0.387 0.070 0.000
H -4.073 -2.024 3.500 0.506 -0.917 -0.228 0.000
H -2.449 -1.539 4.547 0.448 0.439 0.355 0.000
H -2.355 0.818 5.573 0.609 -0.387 0.171 0.000
H -1.117 2.662 4.338 -0.414 -1.178 -0.278 0.000
H -0.282 3.370 2.250 0.275 1.208 0.192 0.026
H 0.223 3.137 -0.188 -0.239 -1.308 0.466 -0.134
H 0.010 0.715 -1.157 0.197 0.101 0.394 -0.012
C 2.982 -1.344 5.003 0.666 0.879 1.622 0.000
N 3.093 -1.677 3.617 -1.328 -1.795 -2.016 0.000
C 4.405 -1.439 3.029 0.919 -1.052 -0.366 0.000
C 2.201 -2.390 2.910 0.137 1.091 -1.026 0.000
N 1.486 -2.839 2.077 1.818 0.716 2.098 0.000
H 2.543 -2.161 5.609 0.273 0.613 -0.291 0.000
H 2.425 -0.392 5.086 0.022 -0.573 0.313 0.000
H 4.049 -1.111 5.332 -1.588 -0.578 -0.012 0.000
H 5.081 -2.296 3.267 -0.348 0.654 -0.082 0.000
H 4.815 -0.537 3.489 -0.097 -0.051 -0.457 0.000
H 4.348 -1.384 1.934 -0.034 0.300 0.361 0.000
O -1.386 -2.271 -1.398 -0.406 0.041 -1.421 0.002
As -2.242 -2.285 -2.921 2.083 0.939 1.393 -0.002
C -4.088 -1.857 -2.588 -0.836 -0.240 -0.829 0.000
C -5.031 -2.282 -3.544 1.535 -0.928 -1.102 0.000
C -6.336 -1.851 -3.521 -0.112 -0.378 0.872 0.000
C -6.737 -0.997 -2.476 -0.865 -0.865 -0.600 0.000
C -5.877 -0.619 -1.474 1.285 -0.400 -0.152 0.000
C -4.534 -1.063 -1.556 0.453 1.316 0.963 -0.001
C -1.860 -3.966 -3.751 -1.290 -0.922 -0.175 0.000
C -1.444 -4.073 -5.097 -0.374 0.078 0.827 0.000
C -1.476 -5.332 -5.712 -0.087 0.945 -0.262 0.000
C -1.922 -6.445 -5.022 0.348 -1.124 -0.661 0.000
C -2.233 -6.371 -3.687 -0.377 0.077 1.275 0.000
C -2.304 -5.118 -3.055 1.234 -0.718 -0.029 0.000
C -1.423 -0.921 -4.104 -0.445 0.406 -0.851 -0.001
C -0.047 -0.618 -4.081 -0.536 -1.627 2.453 0.000
C 0.551 0.375 -4.820 -1.162 -0.894 -0.478 0.000
C -0.238 0.951 -5.812 -0.399 2.024 -0.788 0.000
C -1.637 0.764 -5.866 0.890 -1.885 -0.068 0.000
C -2.221 -0.247 -5.042 0.018 1.193 -0.048 0.000
H -4.625 -2.980 -4.317 -0.845 0.548 0.482 0.000
H -7.099 -2.318 -4.147 0.394 0.470 -0.137 0.000
H -7.804 -0.799 -2.475 0.153 0.488 0.344 0.000
H -6.167 -0.009 -0.625 -0.103 -0.075 -0.245 0.000
H -3.807 -0.672 -0.827 -0.403 -0.379 -0.177 0.000
H -1.142 -3.155 -5.611 -0.056 -0.518 -0.068 0.000
H -1.198 -5.394 -6.755 0.039 -0.128 0.010 0.000
H -1.988 -7.447 -5.489 0.228 0.880 0.051 0.000
H -2.395 -7.323 -3.129 -0.180 1.060 -0.405 0.000
H -2.476 -5.142 -1.973 -0.389 0.535 -0.498 0.000
H 0.493 -1.227 -3.316 0.059 0.829 -0.664 0.000
H 1.578 0.581 -4.637 0.658 0.285 -0.330 0.000
H 0.216 1.689 -6.538 -0.522 -0.923 0.990 0.000
H -2.201 1.211 -6.693 0.111 -0.028 0.629 0.000
H -3.305 -0.403 -5.107 0.455 -0.065 0.063 0.000
C 3.040 -2.093 -0.945 -0.776 -0.673 1.031 -0.002
O 1.618 -2.499 -1.060 1.563 -0.590 -0.531 -0.001
H 3.698 -2.944 -0.642 -0.727 0.595 -0.138 0.000
H 3.006 -1.322 -0.145 0.485 -0.268 -0.888 0.002
H 3.290 -1.775 -1.936 0.586 0.725 -0.158 0.000
H 1.574 -3.114 -1.806 -0.281 0.110 0.086 0.000
C 2.782 2.895 3.017 0.515 -0.107 0.536 0.116
Ge 2.652 3.734 1.266 2.166 1.762 0.421 0.712
C 4.620 3.766 0.744 -1.414 -1.271 0.426 0.039
C 5.206 2.492 0.565 1.699 1.119 0.087 0.012
C 6.582 2.444 0.258 -0.390 0.507 -0.125 -0.007
C 7.316 3.655 0.097 -0.802 -1.187 0.431 0.017
C 6.717 4.869 0.335 -0.983 -0.042 0.004 -0.004
C 5.374 4.925 0.702 -0.243 -0.284 -0.566 0.029
C 2.196 5.655 1.680 1.532 0.341 -0.115 0.130
C 2.675 6.304 2.856 -0.432 -1.816 -1.412 -0.020
C 2.268 7.591 3.094 -1.162 2.800 1.360 0.003
C 1.462 8.324 2.209 0.643 -1.549 0.307 0.000
C 1.134 7.784 0.967 1.512 -1.079 -0.294 0.000
C 0.490 8.562 -0.037 -0.340 0.624 1.572 -0.001
C 0.427 8.156 -1.299 -0.474 -1.550 -0.528 0.002
C 0.908 6.828 -1.598 -0.160 0.732 -1.715 0.024
C 1.549 6.039 -0.732 0.756 -1.159 1.758 0.024
C 1.680 6.462 0.649 -1.562 0.861 -0.152 -0.116
H 3.480 3.426 3.692 -0.269 0.069 -0.542 0.020
H 3.188 1.889 2.935 -0.228 -0.286 0.002 -0.042
H 1.818 2.907 3.486 -0.509 -0.333 0.435 -0.011
H 4.685 1.564 0.802 -0.165 0.188 -0.380 0.009
H 7.047 1.463 0.102 0.067 0.492 0.115 0.000
H 8.353 3.653 -0.139 0.633 -0.290 -0.327 0.001
H 7.188 5.810 0.159 0.729 0.289 0.127 -0.001
H 4.907 5.883 0.887 -0.071 0.074 -0.040 0.005
H 3.419 5.787 3.468 -0.656 0.143 0.282 -0.002
H 2.409 8.137 4.070 0.567 -0.943 -1.065 0.002
H 1.175 9.326 2.434 -0.278 0.473 0.313 0.000
H -0.043 9.459 0.294 0.528 -0.023 -0.196 0.000
H -0.126 8.769 -1.986 0.060 -0.138 -0.583 0.000
H 0.797 6.406 -2.587 -0.048 0.407 -0.337 0.001
H 2.046 5.072 -1.050 -0.867 1.115 0.309 -0.015
```
Forces are in eV/Å.

Below is a cluster of 2 separate species, C2H3ClN2O in total at a distorted geometry, with properties calculated with ωB97M-V/def2-TZVPD.

Results
Total energy ... -722.7189 a.u.
HOMO energy (alpha / beta) ... -6.15 / -11.39 eV
Gap between HOMO and LUMO (alpha / beta) ... 7.07 / 7.83 eV
Spin multiplicity ... 3
Largest force on an atom ... 9.36 eV/Å
Expectation value of S² ... 2.0189

```
9
Properties=species:S:1:pos:R:3:forces:R:3:nbo_charge:R:1
C 0.447 -0.743 -0.126 5.206 -3.133 7.117 0.103
C 1.353 1.048 0.395 2.428 1.640 1.795 0.320
N 1.343 -0.179 0.736 -1.738 -5.392 -0.046 -0.451
N -0.048 0.086 -0.990 -2.862 5.306 -5.149 0.007
O 0.541 1.298 -0.600 -2.686 2.655 -3.626 -0.374
Cl -3.806 -0.114 0.356 0.987 0.804 0.883 -0.253
H 0.302 -1.768 -0.238 -0.166 -1.477 0.130 0.198
H -4.588 -0.764 -0.348 -0.964 -0.806 -0.880 0.254
H 2.165 1.704 0.663 -0.205 0.402 -0.224 0.196
```
Forces are in eV/Å.

Below is a cluster of 2 separate species, C4H12N3O3 in total at a distorted geometry, with properties calculated with ωB97M-V/def2-TZVPD.

Results
Total energy ... -549.0558 a.u.
HOMO energy (alpha / beta) ... -14.37 / -14.37 eV
Gap between HOMO and LUMO (alpha / beta) ... 8.95 / 8.95 eV
Largest force on an atom ... 5.74 eV/Å
Charge ... +1

```
22
Properties=species:S:1:pos:R:3:forces:R:3:nbo_charge:R:1
C 0.960 -1.984 -0.357 -1.357 -1.203 -0.807 -0.626
C -1.538 -0.904 1.288 -2.292 0.281 -0.819 -0.488
C 1.588 0.393 0.005 3.411 -4.183 -1.962 -0.064
C 0.608 -0.673 0.462 2.235 -0.604 -4.454 -0.185
N -0.752 -0.461 0.181 -0.823 1.689 -0.468 -0.143
N -0.686 1.943 -0.937 2.077 -1.964 -0.495 -0.013
N -1.084 1.430 0.134 -0.017 -3.385 1.091 0.382
O -1.022 3.173 -1.237 -0.603 0.928 -0.172 -0.425
O 1.464 0.671 -1.443 0.000 2.916 2.570 -0.686
O -1.913 1.821 0.907 0.099 1.013 -0.447 -0.337
H 2.043 -2.160 -0.515 -0.710 0.424 -0.097 0.251
H 0.304 -2.081 -1.262 1.093 0.357 0.252 0.233
H 0.591 -2.858 0.213 0.295 0.376 0.024 0.238
H -1.620 -0.023 1.949 -0.007 -0.416 0.459 0.270
H -2.613 -1.113 0.925 1.751 -0.060 0.756 0.244
H -1.012 -1.753 1.763 -0.588 0.451 0.019 0.247
H 1.510 1.263 0.527 -0.131 2.647 1.187 0.203
H 2.721 -0.077 0.128 -2.985 1.428 0.019 0.232
H 0.853 -1.137 1.319 0.583 0.136 4.257 0.227
H 0.203 1.430 -1.421 -0.498 0.523 0.469 0.451
H 1.242 -0.098 -1.885 -0.413 -2.851 -1.512 0.498
H -1.846 3.196 -0.743 -1.120 1.499 0.128 0.492
```
Forces are in eV/Å.